Entry 1:
Entry from the Open Molecules 2025 dataset: a molecular structure, C8H13BNO2 in a non-equilibrium geometry (ωB97M-V/def2-TZVPD).

XYZ file:
```
25
C8H13BNO2 ωB97M-V/def2-TZVPD
B 0.53474 1.38098 1.43373
C -1.12879 0.22226 -3.26674
C -1.93316 0.32960 -2.12316
C 0.17525 0.00940 -3.12956
C -1.44583 0.27786 -0.83832
C 0.73647 -0.07584 -1.85278
C -0.04674 0.08720 -0.74940
C 0.94637 -1.86900 2.36226
C 0.54739 -0.03549 0.59235
N 0.01040 -1.19957 1.33385
O 0.91990 2.50332 0.89138
O -0.01387 1.19685 2.68124
H -1.50991 0.38701 -4.30391
H -2.93963 0.58156 -2.41000
H 0.82756 -0.21060 -3.99420
H -1.99179 0.50179 0.04381
H 1.80168 -0.25790 -1.63559
H 0.35987 -2.74203 2.56760
H 1.94071 -2.09431 1.88636
H 0.96680 -1.34809 3.27097
H 1.88059 -0.37371 0.23843
H -0.45497 -1.93957 0.86274
H -0.69829 -0.80072 1.86558
H 0.68780 3.45235 1.06000
H -0.17255 2.01667 3.21333
```

Calculated values
Frontier orbital gap = 9.9 eV
HOMO level = -12.72 eV
Charge = +1
Strongest force on any atom = 0.11173 hartree/bohr

---

Entry 2:
Entry from the Open Molecules 2025 dataset: a molecular structure, C8H13BiNO in a non-equilibrium geometry (ωB97M-V/def2-TZVPD).

XYZ file:
```
24
C8H13BiNO ωB97M-V/def2-TZVPD
C 1.11976 -2.25866 -0.45664
C -0.14816 -2.63206 0.12010
C -0.18726 -2.13895 1.48583
C 1.07833 -1.46408 1.74576
C 1.87668 -1.53907 0.53698
Bi -0.29878 0.11632 0.12724
N 0.75059 1.10425 -1.53954
C -0.43902 0.95876 -2.42895
C -1.51686 0.09753 -1.74054
H -1.03836 -2.16031 2.15218
H -0.98669 -3.04007 -0.42064
H 1.36431 -0.97792 2.66569
H 2.86911 -1.13851 0.41233
H 1.42357 -2.41641 -1.47773
H -1.63347 -0.92491 -2.08290
H -0.95894 1.94269 -2.59884
H 1.57079 1.57341 -1.91227
H -2.40253 0.55069 -1.30599
H -0.14077 0.39669 -3.35865
C -0.48675 2.88942 2.08167
O -0.27198 1.75073 1.32361
H 0.53873 3.11603 2.43114
H -1.18973 2.56265 2.87290
H -0.89255 3.63178 1.36728
```

Calculated values
Frontier orbital gap = 6.0 eV
HOMO level = -2.25 eV
Charge = -1
Strongest force on any atom = 0.05110 hartree/bohr

---

Entry 3:
Entry from the Open Molecules 2025 dataset: a molecular structure, C8H13BrClF5O2PS in a non-equilibrium geometry (ωB97M-V/def2-TZVPD).

XYZ file:
```
32
C8H13BrClF5O2PS ωB97M-V/def2-TZVPD
C -1.12455 -1.30733 -2.90460
C -0.51256 -2.17132 -1.81046
C 0.51635 -1.46978 -0.91762
Cl 1.97033 -0.96821 -1.77538
P -0.24505 -0.12940 0.06100
C -0.70714 1.41849 -0.79567
Br -1.21703 2.72503 0.54880
C 0.32567 2.01690 -1.74063
C 1.63312 2.44981 -1.10877
S 0.97380 0.14174 1.88159
O 1.75840 -1.04889 1.90757
O 1.63525 1.39786 1.88213
C -0.25679 0.15553 3.30001
F 0.29562 0.91906 4.24873
F -1.40568 0.70284 2.86610
C -0.57771 -1.25935 3.85847
F -1.32636 -1.08320 4.95839
F 0.53307 -1.93185 4.15621
F -1.28801 -1.92245 2.92176
H -0.45449 -0.51492 -3.20157
H -1.29741 -1.90799 -3.78349
H -2.08699 -0.92996 -2.58577
H -1.26611 -2.55991 -1.13435
H 0.00776 -3.03410 -2.19973
H 0.84373 -2.19365 -0.17931
H -1.44263 -0.67710 0.54059
H -1.61319 1.20705 -1.34590
H 0.52387 1.36383 -2.57846
H -0.14696 2.89783 -2.15724
H 2.29797 2.78770 -1.89152
H 1.50689 3.27580 -0.42753
H 2.14684 1.64991 -0.59337
```

Calculated values
Frontier orbital gap = 10.0 eV
HOMO level = -14.49 eV
Charge = +1
Strongest force on any atom = 0.02882 hartree/bohr

---

Entry 4:
Entry from the Open Molecules 2025 dataset: a molecular structure, C8H13Cr2F3N2O11 in a non-equilibrium geometry (ωB97M-V/def2-TZVPD).

XYZ file:
```
39
C8H13Cr2F3N2O11 ωB97M-V/def2-TZVPD
Cr -1.59239 2.85125 0.11670
Cr 2.77361 3.56633 1.70327
N -0.02465 2.28736 2.91166
O 1.15928 2.64733 2.63267
O -0.25984 1.72805 3.92367
O -0.96505 2.53732 2.10225
N 1.56625 1.98776 -0.76705
O 1.82173 1.37271 -1.76933
O 2.52403 2.39979 -0.03328
O 0.36512 2.19823 -0.44412
C -4.29133 1.28075 -3.49965
C -4.64730 0.88004 -2.07960
O -3.90102 -0.26784 -1.61157
C -2.70926 -0.03037 -1.12005
O -2.21564 1.06412 -0.85461
O -2.12341 -1.15766 -0.88786
C -0.77205 -1.13944 -0.38661
H -4.31527 0.44538 -4.19735
H -3.35327 1.83036 -3.57019
H -5.05563 1.96451 -3.87771
H -5.68853 0.62315 -1.90137
H -4.45321 1.72834 -1.41686
H -0.79149 -0.70550 0.61225
H -0.12510 -0.60243 -1.08199
H -0.42504 -2.16699 -0.36885
C 3.12239 -2.56488 -0.74924
C 3.30561 -1.25044 -0.00126
O 2.34103 -1.34372 1.07142
C 2.76758 -1.80333 2.23854
O 3.87939 -2.00991 2.57651
C 1.60918 -1.92170 3.26239
F 0.44539 -2.08766 2.66804
F 1.83304 -2.93339 4.06781
F 1.59269 -0.82236 4.01188
H 3.79039 -2.76146 -1.59350
H 2.11587 -2.76373 -1.12008
H 3.35394 -3.44094 -0.13226
H 2.99395 -0.48700 -0.71101
H 4.34901 -1.13204 0.27633
```

Calculated values
⟨S²⟩ = 20.03
Spin multiplicity = 9
Frontier orbital gap (spin up / spin down) = 5.4 / 6.6 eV
HOMO level (spin up / spin down) = -15.73 / -15.73 eV
Charge = +2
Strongest force on any atom = 0.06221 hartree/bohr

---

Entry 5:
Entry from the Open Molecules 2025 dataset: 2 unconnected molecules or ions with the total composition C8H13F3N5O in a non-equilibrium geometry (ωB97M-V/def2-TZVPD).

XYZ file:
```
30
C8H13F3N5O ωB97M-V/def2-TZVPD
N -2.81321 -0.73940 3.50494
C -1.45147 -0.89577 3.60864
N -0.60016 0.19744 2.99615
C 0.77539 -0.36480 3.28617
C 2.03327 0.56763 2.74276
O 2.65057 0.05504 1.50976
C 1.74413 0.13135 0.35350
F 0.69705 1.17491 0.44269
F 2.61107 0.52007 -0.82135
F 1.07784 -1.15569 0.03448
N 0.76670 -1.67753 4.04583
N -0.60040 -1.99064 4.22592
H -3.21298 0.22626 3.70281
H -3.49424 -1.46886 3.18704
H 2.86930 0.48315 3.59074
H 1.76468 1.72584 2.70326
H 1.61011 -2.21820 4.36696
H -0.98759 -2.83498 4.71746
C 0.76296 1.11295 -4.56324
C -0.01878 0.69346 -3.32239
C -1.31784 -0.04173 -3.65785
C -2.22568 0.86547 -4.47226
N -2.97873 1.61806 -5.14793
H 0.19677 1.82004 -5.17780
H 1.69564 1.60823 -4.27534
H 1.01473 0.24331 -5.18093
H -0.24011 1.58588 -2.72422
H 0.61266 0.04240 -2.70778
H -1.83344 -0.33280 -2.73657
H -1.10826 -0.95109 -4.23144
```

Calculated values
Frontier orbital gap = 7.7 eV
HOMO level = -12.62 eV
Charge = +1
Strongest force on any atom = 0.19623 hartree/bohr

---

Entry 6:
Entry from the Open Molecules 2025 dataset: C8H13FN4 in the gas phase in a non-equilibrium geometry (ωB97M-V/def2-TZVPD).

XYZ file:
```
26
C8H13FN4 ωB97M-V/def2-TZVPD
C 0.89445 3.49045 0.71523
C 0.54951 2.50774 -0.40092
C 1.40383 1.23102 -0.39728
C 1.25296 0.38465 0.86940
C -0.72340 -1.05436 0.47156
C -2.08466 -1.34721 0.70753
C -2.57529 -2.40947 -0.01977
C -0.62233 -2.76231 -1.03870
H 1.96319 3.78670 0.68414
H 0.69707 3.08313 1.71152
H 0.31540 4.41672 0.61066
H 0.66095 2.98944 -1.38397
H -0.51028 2.25444 -0.33677
H 2.46396 1.49287 -0.47638
H 1.13269 0.57852 -1.29264
H 1.89788 -0.50664 0.78548
H 1.57950 0.91038 1.75250
H -0.69200 0.54432 1.72706
H -2.70739 -0.77972 1.43738
H 1.11152 -3.33170 -1.89950
H -0.27362 -4.31595 -2.27786
N -0.10713 -0.04885 1.13669
N -1.89363 -3.13920 -0.87956
N 0.10649 -3.44998 -1.94387
N 0.00537 -1.75620 -0.41355
F -3.84501 -2.76877 0.15164
```

Calculated values
Frontier orbital gap = 9.2 eV
HOMO level = -8.40 eV
Charge = 0
Strongest force on any atom = 0.02789 hartree/bohr

---

no.,total energy (eV)
1,-14763.07736
2,-17880.00252
3,-128869.75992
4,-98979.26310
5,-26144.00651
6,-17186.19322